The following is a quantum chemistry calculation of one molecule with the formula C5H6S2 in a non-equilibrium geometry, from the OMol25 dataset.

As for the HOMO energy: -8.9 eV. The total energy is -990.37977 a.u. The largest force on an atom comes out at 0.0722 hartree/bohr. The SMILES is C#C/C=C/CSS.

CARTESIAN COORDINATES (ANGSTROEM)
C1 -3.105 -1.201 -0.574
C2 -2.393 -0.296 -0.228
C3 -1.232 0.550 -0.035
C4 -0.049 0.098 0.351
C5 1.008 1.117 0.436
S1 2.400 0.626 -0.589
S2 3.291 -1.052 0.358
H1 -3.818 -1.968 -0.779
H2 -1.449 1.648 -0.188
H3 0.377 -0.962 0.482
H4 0.737 2.097 -0.122
H5 1.301 1.419 1.359
H6 2.931 -2.077 -0.472

Atomic partial charges in e from the Mulliken method, atoms 1 to 6: number 1, C, carries -0.178; number 2, C, carries -0.423; number 3, C, carries -0.376; number 4, C, carries 0.260; number 5, C, carries -0.674; number 6, S, carries -0.048